Entry from OMol25: the molecule C7H12IN in a non-equilibrium geometry (the ωB97M-V functional and the def2-TZVPD basis).

highest occupied orbital energy (alpha / beta)	-6.990 / -6.987	eV
frontier orbital gap (alpha / beta)	0.2729 / 0.2729	Eh
energy above the lowest of the compared OMol25 structures with the same formula, charge and spin	46.3	kcal/mol
calculated total energy	-626.2207	a.u.
lowest unoccupied orbital energy (alpha / beta)	0.44 / 0.44	eV

```
! RIJCOSX wB97M-V def2-TZVPD def2/J DEFGRID3
* xyz 0 1
I 0.683 1.404 -2.727
N 0.681 -0.828 0.715
C 1.741 -1.011 0.010
C 2.786 -2.014 0.456
C -2.025 1.244 -1.327
C -1.701 -0.392 1.153
C -0.341 -0.010 0.567
C -0.007 1.473 0.431
C -0.581 1.354 -0.960
H -0.653 2.045 1.033
H 1.047 1.757 0.549
H -2.065 0.332 -1.811
H -2.205 1.998 -2.010
H -2.682 1.275 -0.536
H 2.865 -2.209 1.572
H -1.519 -1.128 2.045
H 2.118 -0.483 -0.882
H -2.123 -0.959 0.321
H 3.724 -1.602 0.140
H 2.566 -2.789 -0.159
H -2.307 0.542 1.418
*
```

Atom charges from the Mulliken analysis, given in e for atoms 1 to 8: number 1, I, carries 0.0236; number 2, N, carries -0.4704; number 3, C, carries 0.3507; number 4, C, carries -1.1784; number 5, C, carries -1.6681; number 6, C, carries -1.2330; number 7, C, carries 0.8104; number 8, C, carries -0.7404